Version w
A single C2Cl3F3 molecule, computed with wB97M-V/def2-TZVPD.

Geometry (Å):
C (-0.58860, -0.01661, 0.04870)
C (0.95541, 0.00250, 0.02668)
F (-0.96651, 1.00954, -0.74119)
F (-1.08362, 0.15157, 1.24201)
F (-1.10883, -1.21172, -0.36912)
Cl (1.52607, 1.62880, 0.49466)
Cl (1.50398, -1.34269, 1.01536)
Cl (1.61954, -0.25379, -1.60431)

The calculation puts the HOMO-LUMO gap at 0.43691 Eh. The SMILES is FC(F)(F)C(Cl)(Cl)Cl.

Version x
A molecular structure, C2Cl3F3, computed with wB97M-V/def2-TZVPD.

Geometry (Å):
C (0.25676, -0.88061, -0.51151)
C (-0.26072, 0.83606, 0.33981)
F (-0.59911, -1.35230, -1.36971)
F (0.25494, -1.60428, 0.57488)
F (1.45735, -0.78319, -0.95169)
Cl (1.22325, 1.67957, 0.34199)
Cl (-1.53467, 1.78909, -0.36606)
Cl (-0.79781, 0.31567, 1.94230)

The calculation puts the HOMO-LUMO gap at 0.41744 Eh.

Most stable = version w

Version w
A molecular structure, C3H2N2O, computed with wB97M-V/def2-TZVPD.

Geometry (Å):
C (0.04201, 0.60726, 0.08123)
C (0.45359, -0.61393, -0.07586)
C (-3.40901, -0.04969, -0.00820)
N (-1.11027, 0.32734, -0.54613)
N (-2.31289, 0.42032, 0.06113)
O (-4.53072, -0.31571, 0.08847)
H (0.60824, 1.55446, 0.49983)
H (0.38854, -1.60086, -0.40030)

The calculation puts the HOMO-LUMO gap (spin up / spin down) at 0.30831 / 0.30839 Eh.

Version x
A molecular structure, C3H2N2O, computed with wB97M-V/def2-TZVPD.

Geometry (Å):
C (0.13444, -0.57945, 0.19614)
N (-0.08753, 1.14448, -0.55995)
C (1.04521, 0.62139, -0.11352)
C (-1.28938, 0.10060, -0.10259)
O (2.21732, 0.85965, -0.03133)
N (-2.45699, 0.08074, -0.15153)
H (0.28876, -1.40559, -0.49291)
H (0.14816, -0.82182, 1.25569)

The calculation puts the HOMO-LUMO gap (spin up / spin down) at 0.28009 / 0.27999 Eh.

Most stable = version x

Version w
19 unconnected molecules or ions with the total composition H38O19, computed with wB97M-V/def2-TZVPD.

Geometry (Å):
O (11.34674, -20.93298, 1.17651)
H (11.91171, -20.71296, 0.43581)
H (11.47701, -21.87226, 1.30699)
O (8.64029, -20.80625, -0.13328)
H (8.29428, -20.04216, -0.59444)
H (9.49755, -20.52547, 0.18688)
O (7.35311, -24.79870, 4.19923)
H (6.90088, -24.37148, 4.92670)
H (6.67363, -24.92940, 3.53783)
O (5.69548, -15.31474, 2.54415)
H (5.01326, -15.68314, 3.10547)
H (5.30358, -14.52128, 2.17937)
O (3.64027, -23.28637, 2.17955)
H (3.60617, -22.43472, 2.61515)
H (3.08853, -23.18173, 1.40439)
O (10.04552, -15.79526, 4.57284)
H (10.83346, -16.11362, 4.13236)
H (9.32228, -16.19276, 4.08791)
O (3.63953, -21.49785, 4.65060)
H (3.50162, -20.58280, 4.40589)
H (3.21019, -21.58604, 5.50155)
O (7.88809, -13.70510, 3.77580)
H (7.18232, -13.13832, 4.08707)
H (7.43919, -14.43682, 3.35236)
O (6.89981, -20.92462, 6.36275)
H (7.59751, -21.54213, 6.58213)
H (7.22928, -20.45191, 5.59840)
O (7.23881, -19.42472, 3.82884)
H (7.15545, -18.54721, 3.45567)
H (7.81674, -19.88908, 3.22337)
O (7.18215, -18.73780, -0.96564)
H (7.42717, -17.91220, -1.38349)
H (6.27955, -18.88988, -1.24565)
O (11.97185, -19.36846, 3.25920)
H (12.75231, -19.76458, 3.64677)
H (11.74244, -19.94987, 2.53425)
O (5.48385, -23.55518, 5.99296)
H (5.20206, -23.00269, 5.26387)
H (5.82749, -22.94035, 6.64113)
O (10.26170, -20.40666, 5.19086)
H (10.14265, -19.67650, 5.79824)
H (10.76656, -20.03658, 4.46671)
O (7.63232, -17.03442, 2.15437)
H (7.05200, -16.27427, 2.19462)
H (7.39313, -17.47608, 1.33954)
O (11.36436, -23.38861, 4.77283)
H (10.85097, -22.67076, 5.14345)
H (11.03530, -23.48241, 3.87887)
O (6.78361, -21.95891, -1.56190)
H (7.33134, -21.76049, -0.80239)
H (7.12905, -21.40143, -2.25912)
O (5.36060, -19.47896, 8.87067)
H (5.63253, -19.77976, 8.00361)
H (4.40519, -19.44391, 8.82381)
O (11.71558, -16.81659, 2.69841)
H (11.52599, -16.83872, 1.76044)
H (11.81940, -17.73589, 2.94403)

The calculation puts the HOMO-LUMO gap at 0.34429 Eh.

Version x
19 unconnected molecules or ions with the total composition H38O19, computed with wB97M-V/def2-TZVPD.

Geometry (Å):
O (-3.79200, -2.80414, 2.20168)
H (-3.97976, -2.31996, 1.36982)
H (-3.23523, -2.14208, 2.83531)
O (0.97265, -0.82176, 1.81824)
H (1.89602, -0.92646, 1.65183)
H (0.68180, -1.19452, 2.50052)
O (-1.02676, 2.34542, -3.23020)
H (-1.02228, 1.84667, -2.45003)
H (-0.28957, 2.82577, -3.30013)
O (4.02150, 1.70033, -0.17708)
H (4.53109, 2.56594, -0.27832)
H (3.13604, 2.08579, 0.12532)
O (-2.22577, -0.45395, 2.67857)
H (-2.22525, -0.74646, 1.85759)
H (-2.69764, 0.32638, 2.63440)
O (4.04139, -0.62836, 1.77072)
H (4.63825, -1.42999, 1.72916)
H (4.30833, -0.07202, 2.54862)
O (-2.38451, 4.04179, -1.43203)
H (-2.79426, 3.97494, -2.37706)
H (-2.06628, 4.83517, -1.15284)
O (-0.78765, -4.10689, 2.94359)
H (-1.63565, -4.02129, 2.91073)
H (-0.67341, -4.43854, 2.07059)
O (-0.42088, -1.98558, -0.10643)
H (0.21069, -2.27861, 0.61078)
H (-0.34599, -2.50530, -0.93193)
O (1.07883, 3.38710, -0.25860)
H (1.14068, 4.20411, -0.96431)
H (0.44789, 2.77535, -0.21090)
O (3.38123, 1.59594, 2.98595)
H (4.12537, 1.42753, 2.52970)
H (2.65211, 1.03696, 2.73068)
O (-0.29830, 2.82705, 3.81479)
H (0.53077, 2.21768, 3.66461)
H (-0.76097, 2.37117, 4.46165)
O (-3.36560, -0.70801, -0.23500)
H (-2.52519, -1.18006, -0.29173)
H (-3.74495, -0.74848, -1.06707)
O (0.92656, -0.08472, -2.73021)
H (1.38250, 0.67809, -3.22062)
H (0.13338, 0.18534, -2.01360)
O (3.39983, -2.64585, -1.85128)
H (4.05410, -2.46244, -2.45632)
H (2.58063, -2.01988, -1.97218)
O (-0.26533, -3.37527, -2.24647)
H (0.66560, -3.46951, -2.14006)
H (-0.57954, -2.61077, -2.90222)
O (-0.77411, 0.71128, -1.06342)
H (-0.18016, 0.24532, -0.35176)
H (-1.35328, -0.05881, -0.98273)
O (-0.57005, -0.98201, -4.42500)
H (-0.04129, -0.96473, -5.21008)
H (-0.55764, -0.74616, -3.57746)
O (-2.65927, 1.42423, 0.74141)
H (-3.39947, 2.07303, 0.53462)
H (-2.25915, 1.22424, -0.11379)

The calculation puts the HOMO-LUMO gap at 0.38363 Eh.

Most stable = version w

Version w
A single CH2O3S molecule, computed with wB97M-V/def2-TZVPD.

Geometry (Å):
C (-0.74989, 0.15091, -0.18606)
O (-0.08615, -1.02654, -0.43010)
O (1.07646, -1.27013, 0.21802)
O (1.65577, 0.20425, 0.64404)
S (0.80391, 1.27593, -0.10690)
H (-1.39088, 0.59674, -0.96425)
H (-1.30923, 0.06885, 0.82524)

The calculation puts the HOMO-LUMO gap (spin up / spin down) at 0.31638 / 0.31633 Eh. The SMILES is C1OOOS1.

Version x
A single CH2O3S molecule, computed with wB97M-V/def2-TZVPD.

Geometry (Å):
C (-0.28362, -0.10297, 0.12603)
O (2.44233, -0.80842, 0.19279)
O (0.28542, 1.02679, 0.86818)
O (-1.57896, -0.03660, -0.39796)
S (1.29368, 0.48590, -0.33670)
H (-0.34209, -1.03690, 0.72133)
H (-1.81677, 0.47220, -1.17367)

The calculation puts the HOMO-LUMO gap at 0.35504 Eh.

Most stable = version x